No. 1
{
  "formula": "C8H18LuNO4S2",
  "method": "ωB97M-V with the def2-TZVPD basis set",
  "homo_lumo_gap_ha": 0.101,
  "total_charge": 2,
  "lumo_ev": -12.86,
  "total_energy_ha": -2701.9851,
  "symbols": ["C", "C", "C", "C", "C", "C", "C", "S", "O", "O", "N", "S", "C", "O", "O", "H", "H", "H", "H", "H", "H", "H", "H", "H", "H", "H", "H", "H", "H", "H", "H", "H", "H", "Lu"],
  "xyz": [[-0.408, 3.585, -2.057], [-1.269, 2.209, -2.451], [-0.440, 0.951, -1.776], [-1.490, 0.080, -0.865], [-1.685, 0.630, 0.672], [-2.340, -0.582, 1.562], [-1.350, -1.224, 2.700], [0.290, -1.876, 2.022], [-0.010, -2.773, 0.796], [0.911, -2.825, 3.111], [1.280, -0.475, 1.690], [2.909, -0.903, 1.230], [3.035, -2.225, -0.094], [3.539, 0.400, 0.600], [3.825, -1.244, 2.453], [-0.702, 4.409, -2.843], [0.738, 3.266, -2.120], [-0.673, 3.992, -0.986], [-1.228, 2.073, -3.627], [-2.374, 2.246, -2.066], [0.043, 0.225, -2.558], [0.421, 1.346, -1.078], [-1.065, -1.030, -0.836], [-2.557, -0.012, -1.388], [-2.515, 1.485, 0.619], [-0.738, 1.135, 1.138], [-2.823, -1.383, 0.835], [-3.262, -0.109, 2.155], [-1.926, -2.171, 3.143], [-1.143, -0.478, 3.589], [4.023, -1.997, -0.720], [2.136, -2.065, -0.856], [3.073, -3.323, 0.340], [3.778, -1.334, -2.338]],
  "atomic_forces_ev_per_a": [[-0.5, -0.6, -0.5], [1.5, 0.3, 0.0], [-0.5, 0.0, 0.6], [0.1, -0.8, 0.3], [-1.2, 0.7, -0.9], [-0.7, 0.6, 0.2], [-1.8, 0.5, 0.2], [0.2, -4.8, 1.5], [1.2, 3.3, 2.3], [-1.5, 3.8, -3.6], [1.1, -3.1, -1.1], [4.5, 4.8, 5.6], [-0.7, -1.0, -1.1], [-2.6, -4.6, -0.6], [-4.1, 0.0, -5.1], [0.9, -1.5, 1.6], [-2.5, 1.1, 0.1], [0.6, -1.0, -2.1], [-0.4, 0.3, 2.5], [2.2, -0.1, -0.8], [-1.0, 1.3, 1.1], [-1.7, -0.7, -1.3], [-0.7, 1.9, 0.1], [2.3, 0.2, 1.2], [1.9, -1.8, 0.2], [-1.7, -1.2, -0.9], [1.3, 1.5, 1.7], [2.1, -1.2, -1.0], [1.8, 1.7, -1.0], [-0.1, -1.5, -2.0], [-0.1, -1.6, 4.0], [0.9, -0.5, 1.3], [-0.1, 2.1, -1.0], [-0.7, 1.9, -1.5]],
  "lowdin_charge": [-0.123, -0.215, -0.230, -0.210, -0.199, -0.205, -0.203, 0.718, -0.328, -0.276, -0.207, 0.654, -0.281, -0.399, -0.281, 0.094, 0.079, 0.091, 0.126, 0.120, 0.083, 0.094, 0.100, 0.146, 0.137, 0.110, 0.139, 0.148, 0.158, 0.146, -0.140, 0.035, 0.165, 1.951]
}

---

No. 2
{
  "formula": "C8H18N2O4",
  "method": "ωB97M-V with the def2-TZVPD basis set",
  "smiles": "CC(C)[C@H](N)C(=O)O.C[C@H](N)C(=O)O",
  "homo_lumo_gap_ha": 0.356,
  "lumo_ev": 0.57,
  "total_energy_ha": -726.1444,
  "symbols": ["C", "C", "C", "C", "N", "C", "O", "O", "H", "H", "H", "H", "H", "H", "H", "H", "H", "H", "H", "C", "C", "N", "C", "O", "O", "H", "H", "H", "H", "H", "H", "H"],
  "xyz": [[4.081, 1.129, 0.528], [3.150, 0.813, -0.645], [2.311, 2.031, -1.024], [2.238, -0.395, -0.334], [1.420, -0.161, 0.843], [3.096, -1.658, -0.311], [3.731, -2.072, -1.252], [3.103, -2.280, 0.888], [4.784, 1.922, 0.255], [3.511, 1.483, 1.396], [4.670, 0.256, 0.835], [3.764, 0.518, -1.506], [1.624, 2.287, -0.210], [1.714, 1.837, -1.923], [2.952, 2.895, -1.228], [1.568, -0.521, -1.194], [0.708, -0.880, 0.920], [1.990, -0.244, 1.681], [3.693, -3.047, 0.781], [-4.153, 0.216, 1.488], [-4.381, -0.005, -0.003], [-5.171, -1.191, -0.352], [-3.041, -0.057, -0.760], [-2.089, 0.616, -0.453], [-3.042, -0.885, -1.807], [-3.654, -0.653, 1.933], [-5.103, 0.375, 2.008], [-3.508, 1.084, 1.644], [-4.908, 0.863, -0.419], [-4.970, -1.950, 0.294], [-6.165, -1.003, -0.285], [-3.923, -1.323, -1.789]],
  "atomic_forces_ev_per_a": [[0.0, 0.0, 0.0], [0.1, 0.0, -0.1], [-0.1, 0.0, 0.0], [-0.1, 0.0, -0.2], [0.1, -0.2, 0.2], [0.1, 0.1, -0.3], [-0.2, 0.1, 0.3], [0.2, -0.2, -0.1], [-0.1, -0.1, 0.0], [0.1, 0.0, -0.1], [-0.1, 0.1, 0.0], [-0.1, 0.0, 0.1], [0.1, 0.0, -0.1], [0.1, 0.0, 0.2], [-0.1, -0.1, 0.0], [0.1, 0.0, 0.1], [0.0, 0.2, 0.0], [-0.1, 0.1, -0.1], [-0.1, 0.1, 0.1], [0.0, 0.0, 0.1], [0.0, 0.1, 0.0], [-0.1, 0.0, 0.2], [0.2, 0.3, 0.2], [-0.3, -0.3, -0.2], [0.0, 0.0, 0.0], [-0.1, 0.1, -0.1], [0.1, 0.0, -0.1], [-0.1, -0.1, 0.0], [0.1, -0.1, 0.0], [0.0, 0.1, -0.1], [0.1, 0.0, 0.0], [0.1, 0.0, 0.0]],
  "lowdin_charge": [-0.066, -0.387, -0.075, -0.299, 0.071, -0.493, 0.101, 0.094, 0.080, 0.080, 0.080, 0.136, 0.078, 0.081, 0.076, 0.159, 0.083, 0.074, 0.131, -0.053, -0.349, 0.030, -0.512, 0.099, 0.104, 0.087, 0.079, 0.083, 0.155, 0.093, 0.089, 0.091]
}

---

No. 3
{
  "formula": "C8H18N4",
  "method": "ωB97M-V with the def2-TZVPD basis set",
  "homo_lumo_gap_ha": 0.357,
  "total_charge": 2,
  "lumo_ev": -6.91,
  "total_energy_ha": -533.8995,
  "symbols": ["C", "C", "C", "C", "C", "C", "C", "C", "N", "N", "N", "N", "H", "H", "H", "H", "H", "H", "H", "H", "H", "H", "H", "H", "H", "H", "H", "H", "H", "H"],
  "xyz": [[-0.279, -0.605, 1.856], [-0.313, -0.937, -0.929], [0.221, -1.779, 0.959], [-0.603, 1.190, 0.225], [-0.747, -1.004, 3.183], [-0.406, -1.889, -2.025], [-1.036, 0.916, -2.255], [1.405, 2.394, -0.896], [-0.609, 0.546, 1.453], [-0.607, 0.277, -1.020], [0.625, 1.953, 0.256], [1.590, -1.886, 1.033], [-0.510, -2.625, 0.991], [-1.484, 1.745, 0.162], [-1.792, -1.035, 3.160], [-0.496, -0.060, 3.800], [-0.390, -1.958, 3.551], [0.251, -2.682, -1.743], [-0.257, -1.498, -2.962], [-1.515, -2.255, -2.004], [-1.112, 1.960, -2.281], [-2.102, 0.709, -2.451], [-0.451, 0.662, -3.079], [1.712, 1.579, -1.525], [0.795, 3.195, -1.287], [2.255, 2.936, -0.520], [0.556, 2.866, 0.762], [2.178, -1.237, 1.571], [1.222, 1.347, 0.794], [1.901, -2.824, 1.220]],
  "atomic_forces_ev_per_a": [[-1.4, -2.1, -2.4], [0.6, -2.8, 2.7], [-1.0, 3.7, -0.8], [0.1, -3.4, -0.9], [2.2, 2.0, 1.8], [-2.3, -1.0, 2.3], [-2.4, -0.5, -0.1], [-0.4, 1.2, -0.8], [-0.2, 0.6, 1.0], [0.1, 3.2, 0.8], [1.8, 1.8, 1.0], [0.0, -1.2, 0.4], [1.3, 0.4, -0.3], [-1.2, 1.4, -0.4], [-1.8, -0.1, -0.2], [-0.4, -1.9, -0.1], [0.4, 0.2, 0.2], [0.3, -0.9, -0.5], [0.6, 0.8, -2.3], [1.8, 0.3, 0.1], [0.7, 1.8, 0.9], [0.4, -0.7, 0.0], [1.0, -0.8, -1.2], [-0.1, -0.1, -0.5], [0.0, -0.2, -1.3], [0.6, -0.2, 0.3], [-0.6, -1.2, 0.4], [-0.9, -0.1, -0.3], [0.5, 0.0, 0.7], [0.4, -0.3, -0.4]],
  "lowdin_charge": [-0.299, -0.063, -0.082, -0.226, 0.006, 0.005, 0.010, 0.031, 0.142, -0.032, 0.075, 0.106, 0.172, 0.166, 0.090, 0.148, 0.102, 0.088, 0.059, 0.178, 0.086, 0.142, 0.093, 0.115, 0.119, 0.123, 0.224, 0.132, 0.169, 0.119]
}

---

No. 4
{
  "formula": "C8H18N4O3Pd",
  "method": "ωB97M-V with the def2-TZVPD basis set",
  "homo_lumo_gap_ha": 0.183,
  "total_charge": -2,
  "lumo_ev": 5.44,
  "total_energy_ha": -888.1984,
  "symbols": ["Pd", "N", "C", "C", "O", "N", "C", "C", "O", "O", "H", "H", "H", "H", "H", "H", "C", "C", "C", "C", "N", "N", "H", "H", "H", "H", "H", "H", "H", "H", "H", "H", "H", "H"],
  "xyz": [[-0.024, -3.025, -1.022], [2.218, -1.974, -0.361], [2.199, -2.480, 1.013], [0.877, -2.331, 1.749], [0.821, -2.588, 2.991], [-0.122, -1.893, 0.983], [-1.353, -1.774, 1.674], [-2.529, -1.228, 0.889], [-3.671, -1.563, 1.322], [-2.332, -0.441, -0.098], [1.790, -1.045, -0.379], [3.156, -1.822, -0.713], [2.495, -3.538, 1.007], [2.980, -1.973, 1.629], [-1.677, -2.713, 2.139], [-1.201, -1.128, 2.557], [-1.609, 2.188, -0.747], [-0.092, 1.923, -0.695], [0.592, 2.804, -1.752], [0.421, 2.298, 0.683], [0.331, 0.522, -0.907], [-0.225, 0.032, -2.128], [-1.872, 3.204, -0.398], [-2.142, 1.449, -0.108], [-2.044, 2.050, -1.765], [0.274, 3.863, -1.694], [0.288, 2.459, -2.766], [1.689, 2.755, -1.631], [0.043, 3.291, 0.942], [1.520, 2.327, 0.630], [0.101, 1.529, 1.440], [-0.060, -0.059, -0.148], [0.313, -0.805, -2.370], [-1.159, -0.314, -1.964]],
  "atomic_forces_ev_per_a": [[0.1, 0.0, 0.0], [-0.3, 0.4, -0.2], [1.4, 0.1, 0.4], [-1.1, 0.3, 0.1], [0.5, 0.0, -0.8], [1.2, -0.6, -0.2], [-0.4, 0.0, 1.0], [-1.3, 0.5, -0.7], [0.6, 0.2, -0.1], [0.1, -1.1, 0.8], [-0.2, -0.2, 0.0], [0.1, -0.3, 0.2], [-0.2, 0.1, 0.0], [-0.4, -0.2, 0.0], [0.0, -0.1, -0.2], [-0.2, 0.2, 0.0], [-0.9, -0.5, 0.0], [-0.1, 0.3, -0.3], [-0.1, 0.1, -0.6], [0.2, -0.5, 0.4], [-0.5, 0.5, 0.0], [0.6, -0.2, -0.8], [0.3, -0.2, -0.2], [0.4, 0.5, -0.4], [0.5, 0.1, 0.6], [0.1, -0.3, 0.3], [0.4, 0.0, 0.7], [-0.3, 0.0, -0.2], [0.1, -0.1, 0.2], [-0.2, -0.1, 0.3], [0.3, 0.8, -0.6], [0.0, 0.1, -0.2], [-0.1, 0.2, 0.1], [-0.4, -0.1, 0.5]],
  "lowdin_charge": [0.046, -0.053, -0.253, -0.604, -0.113, -0.059, -0.231, -0.680, -0.121, -0.134, 0.022, 0.044, 0.089, 0.096, 0.107, 0.112, -0.084, -0.650, -0.094, -0.066, -0.098, -0.011, 0.063, 0.056, 0.077, 0.065, 0.063, 0.064, 0.066, 0.068, 0.101, 0.058, 0.021, 0.034]
}

---

No. 5
{
  "formula": "C8H18N5",
  "method": "ωB97M-V with the def2-TZVPD basis set",
  "homo_lumo_gap_ha": [0.299, 0.299],
  "total_charge": 1,
  "lumo_ev": [-3.60, -3.60],
  "total_energy_ha": -589.0227,
  "symbols": ["C", "C", "C", "C", "C", "C", "C", "C", "N", "N", "N", "N", "N", "H", "H", "H", "H", "H", "H", "H", "H", "H", "H", "H", "H", "H", "H", "H", "H", "H", "H"],
  "xyz": [[3.147, 0.841, 0.428], [1.669, -0.981, -0.691], [-1.518, 1.158, 0.016], [2.749, 1.943, -0.419], [-2.889, 2.029, -0.126], [-1.242, -1.434, 1.606], [-1.213, -2.070, 0.226], [-0.689, -1.034, -0.777], [3.598, 0.575, 1.493], [0.523, -0.452, -0.424], [1.965, -1.971, -1.431], [-0.571, 1.549, 0.766], [-1.648, 0.088, -0.820], [3.385, 2.835, -0.328], [1.593, 2.001, -0.342], [2.749, 1.870, -1.559], [-3.225, 2.039, -1.124], [-3.603, 1.383, 0.409], [-2.760, 2.978, 0.317], [-0.271, -0.916, 1.744], [-2.088, -0.721, 1.815], [-1.362, -2.294, 2.409], [-2.150, -2.216, -0.170], [-0.696, -3.061, 0.104], [-0.559, -1.568, -1.748], [3.725, -0.271, 1.984], [2.899, -2.158, -1.723], [1.258, -2.780, -1.683], [-0.968, 2.276, 1.278], [0.397, 0.174, 0.413], [-2.206, 0.187, -1.644]],
  "atomic_forces_ev_per_a": [[-0.4, -0.7, -0.2], [3.3, 4.0, 2.2], [-4.0, 2.3, -2.3], [-2.0, 0.5, -2.9], [1.9, -3.2, 1.5], [-0.3, -1.9, 2.2], [1.7, 0.4, -0.1], [-1.7, -0.9, -1.0], [-0.2, 0.7, -1.3], [0.5, -0.5, 1.2], [-2.6, -4.3, -2.0], [0.7, -1.9, -0.3], [1.5, -1.0, 0.2], [-0.6, -0.1, 1.0], [1.8, 0.6, 0.7], [0.6, -1.1, 1.4], [-0.2, 0.4, -1.3], [0.0, 0.6, 0.1], [-0.1, 1.0, 0.3], [-0.8, -0.4, 0.6], [0.9, -0.7, -0.6], [0.4, 1.9, -1.4], [-2.6, -0.8, -0.4], [-0.1, 1.0, 0.6], [-0.5, 0.8, 0.3], [0.2, -0.9, 0.6], [0.5, -0.1, 0.2], [1.7, 2.1, 0.3], [-0.1, 1.8, 1.3], [0.8, 0.0, -1.1], [-0.3, 0.1, 0.0]],
  "lowdin_charge": [-0.121, -0.217, -0.421, -0.059, 0.031, -0.090, -0.185, -0.343, 0.263, 0.007, 0.122, 0.112, 0.096, 0.105, 0.101, 0.120, 0.054, 0.089, 0.060, 0.060, 0.089, 0.121, 0.080, 0.131, 0.157, 0.106, 0.100, 0.171, 0.051, 0.069, 0.140]
}

---

No. 6
{
  "formula": "C8H18NS",
  "method": "ωB97M-V with the def2-TZVPD basis set",
  "homo_lumo_gap_ha": 0.395,
  "total_charge": 1,
  "lumo_ev": -3.77,
  "total_energy_ha": -768.2012,
  "symbols": ["C", "C", "C", "C", "C", "C", "C", "C", "N", "S", "H", "H", "H", "H", "H", "H", "H", "H", "H", "H", "H", "H", "H", "H", "H", "H", "H", "H"],
  "xyz": [[1.251, -2.344, 2.413], [0.389, 2.127, -1.921], [1.052, 1.091, 0.770], [1.439, -0.836, -0.689], [-1.531, -1.541, -0.233], [-1.729, 0.210, 1.416], [-0.296, 0.870, -1.456], [0.313, 0.153, -0.211], [-0.763, -0.565, 0.566], [2.453, -3.125, 2.927], [-0.133, -1.174, 1.196], [0.297, 2.816, -1.048], [-0.331, 2.521, -2.824], [1.480, 1.961, -2.227], [1.298, 0.510, 1.726], [2.018, 1.511, 0.313], [0.369, 1.894, 1.204], [0.978, -1.789, -1.069], [1.923, -1.208, 0.259], [2.117, -0.331, -1.446], [-1.915, -1.076, -1.175], [-0.987, -2.411, -0.298], [-2.494, -1.736, 0.266], [-1.160, 0.746, 2.185], [-2.202, 0.948, 0.861], [-2.344, -0.490, 1.908], [-0.128, 0.124, -2.286], [-1.361, 1.143, -1.125]],
  "atomic_forces_ev_per_a": [[0.6, -0.5, 0.2], [-1.0, 1.2, -1.0], [-0.3, 0.5, 1.6], [-1.1, -1.1, 1.0], [-2.9, 2.1, -0.6], [3.0, 0.2, 1.1], [-0.3, -1.3, 0.6], [1.9, 1.5, -1.0], [1.1, -1.7, 1.1], [-0.8, 0.5, -0.2], [-1.2, 0.9, -0.2], [0.5, 0.1, -1.1], [2.3, -0.6, 2.1], [-1.7, 0.4, 0.3], [0.1, 0.5, -1.4], [-1.7, -0.5, 0.8], [1.1, -0.5, -1.0], [0.5, 1.0, -0.4], [0.3, 0.7, -1.2], [-0.8, -0.8, 1.1], [1.1, -0.6, 0.5], [1.1, -1.9, -0.8], [0.7, -0.2, 0.2], [-0.1, -0.2, -0.1], [-1.3, 1.0, -1.2], [-0.9, -0.6, 0.3], [-1.4, 0.6, 0.7], [1.2, -0.6, -1.3]],
  "lowdin_charge": [-0.545, -0.115, -0.054, -0.025, 0.003, 0.033, -0.244, -0.525, -0.154, 0.786, 0.080, 0.074, 0.143, 0.102, 0.093, 0.127, 0.100, 0.093, 0.050, 0.122, 0.126, 0.073, 0.111, 0.105, 0.085, 0.095, 0.129, 0.133]
}